C12H6N4OS | ωB97M-V/def2-TZVPD

Properties
- LUMO (eV) = -1.6
- DFT total energy (eV) = -31380.6017
- charge = 0

Last column: natural (NBO) charge in e.
Atoms and positions in Å:
1 O 0.785 -1.519 4.768  -0.452
2 C -0.138 -1.394 4.070  0.883
3 N -1.242 -1.092 3.529  -0.547
4 C -0.939 -1.148 2.068  0.145
5 C -0.446 0.052 1.383  -0.217
6 C -0.151 -0.047 -0.110  -0.042
7 C 0.363 1.150 -0.940  -0.009
8 C 1.004 1.021 -2.311  -0.246
9 C 1.451 2.283 -2.936  0.030
10 N 1.394 3.575 -2.482  -0.418
11 C 0.788 3.742 -1.258  0.034
12 C 0.280 2.581 -0.501  -0.258
13 C -0.324 -1.324 -0.852  -0.183
14 C -0.802 -2.558 -0.133  0.104
15 N -0.987 -3.775 -0.794  -0.551
16 S -1.512 -4.746 0.490  0.875
17 N -1.559 -3.705 1.807  -0.556
18 C -1.125 -2.460 1.352  0.067
19 H -0.288 1.032 1.896  0.247
20 H 1.124 0.012 -2.799  0.229
21 H 1.931 2.158 -3.955  0.200
22 H 0.692 4.785 -0.837  0.214
23 H -0.214 2.790 0.493  0.213
24 H -0.085 -1.414 -1.949  0.236

Force components x, y, z for each atom (eV/Å):
-0.6361 -0.3401 -1.0483
-1.5893 1.2639 1.3324
2.9697 -1.1362 -1.2314
0.4245 1.4363 -1.5947
-0.8326 -3.2428 -1.2442
-0.3241 -2.3000 -1.0093
1.1600 2.5506 -1.9126
-0.8767 2.2808 2.4133
-0.0635 -1.5724 -0.1171
-1.1458 -1.7194 1.5947
-0.1850 -2.6939 -0.0882
0.1805 -0.7090 -0.3290
-0.0650 1.2771 2.4043
0.3315 1.6534 -0.6890
-0.3457 1.6334 4.3740
0.3138 2.0418 0.2120
1.0259 1.4583 -2.1978
0.1015 -1.0974 -1.9843
-0.2532 -1.2615 -0.3069
0.0418 1.5680 0.4651
-0.6028 0.2933 1.3383
0.1460 -1.4016 -0.6065
0.6378 -0.1990 -1.2809
-0.4133 0.2162 1.5060